# 1
Entry from the OMol25 dataset: a cluster of 2 separate species, C4H12 in total at a distorted geometry (ωB97M-V/def2-TZVPD).

The geometry in XYZ format:
```
16
Properties=species:S:1:pos:R:3
C -1.876 0.872 -0.932
C -1.593 -0.553 -0.702
H -2.609 1.285 -0.212
H -1.055 1.576 -0.638
H -2.104 1.301 -1.907
H -2.381 -1.178 -1.137
H -1.506 -0.871 0.337
H -0.604 -0.890 -1.141
C 1.068 -0.506 0.952
C 2.419 0.087 0.782
H 1.001 -1.552 1.298
H 0.451 0.198 1.507
H 0.591 -0.664 -0.076
H 2.392 0.734 -0.146
H 3.133 -0.681 0.487
H 2.675 0.842 1.530
```

Multiplicity: 2
Energy above the lowest of the compared OMol25 structures with the same formula, charge and spin: 40.5 kJ/mol
Maximum force: 2.6 eV/A
HOMO-LUMO gap (spin up / spin down): 13.41 / 4.94 eV
Total charge: +1
E_HOMO (spin up / spin down): -0.6064 / -0.5797 Eh

---

# 2
Entry from the OMol25 dataset: a cluster of 7 separate species, H14O7 in total (ωB97M-V/def2-TZVPD).

The geometry in XYZ format:
```
21
Properties=species:S:1:pos:R:3
O 2.412 -0.602 -3.278
H 2.517 -1.028 -2.423
H 1.864 -1.202 -3.792
O -1.973 -0.781 1.359
H -1.703 -1.537 0.812
H -2.932 -0.746 1.286
O -2.140 2.804 1.823
H -1.687 2.333 1.118
H -1.497 3.447 2.136
O -1.032 -3.227 0.246
H -0.338 -3.863 0.049
H -1.565 -3.658 0.924
O 1.613 0.392 2.361
H 1.630 0.228 1.410
H 2.093 1.217 2.478
O 0.181 0.103 -0.341
H -0.633 0.239 0.171
H 0.199 -0.847 -0.491
O 1.388 2.260 -1.962
H 0.836 1.515 -1.685
H 0.766 2.952 -2.202
```

Structure (SMILES): O.O.O.O.O.O.O
Energy above the lowest of the compared OMol25 structures with the same formula, charge and spin: 173.7 kJ/mol
Maximum force: 0.3 eV/A
HOMO-LUMO gap: 10.57 eV
E_HOMO: -0.3920 Eh

---

# 3
Entry from the OMol25 dataset: a structure of composition C42H34N4OOsP2S3 (ωB97M-V/def2-TZVPD).

The geometry in XYZ format:
```
87
Properties=species:S:1:pos:R:3
Os -0.123 0.015 -0.471
O -0.357 0.470 1.495
S -0.128 -0.333 2.817
C -1.324 -1.633 2.853
C -1.679 -2.010 4.141
C -2.500 -3.116 4.332
C -2.963 -3.820 3.234
C -2.645 -3.398 1.947
C -1.832 -2.287 1.724
P -1.713 -1.785 -0.011
C -1.319 -3.295 -0.899
C -0.162 -3.993 -0.521
C 0.191 -5.154 -1.193
C -0.608 -5.625 -2.233
C -1.758 -4.938 -2.602
C -2.119 -3.770 -1.939
C -3.337 -1.169 -0.489
C -3.466 -0.631 -1.777
C -4.697 -0.189 -2.230
C -5.806 -0.257 -1.392
C -5.679 -0.762 -0.107
C -4.450 -1.221 0.349
C 1.419 -1.234 2.667
C 1.672 -2.041 3.767
C 2.860 -2.754 3.849
C 3.795 -2.644 2.834
C 3.549 -1.814 1.748
C 2.364 -1.082 1.640
P 2.217 0.040 0.227
C 2.491 1.714 0.819
C 2.351 2.767 -0.093
C 2.605 4.068 0.308
C 2.984 4.326 1.624
C 3.116 3.286 2.531
C 2.876 1.976 2.132
C 3.478 -0.398 -0.959
C 3.404 -1.650 -1.579
C 4.407 -2.053 -2.443
C 5.483 -1.205 -2.695
C 5.560 0.035 -2.079
C 4.561 0.445 -1.204
H -1.326 -1.446 4.997
H -2.775 -3.417 5.334
H -3.598 -4.686 3.371
H -3.051 -3.942 1.101
H 0.450 -3.642 0.305
H 1.072 -5.706 -0.893
H -0.345 -6.544 -2.740
H -2.389 -5.321 -3.393
H -3.029 -3.255 -2.219
H -2.607 -0.588 -2.440
H -4.802 0.200 -3.234
H -6.770 0.083 -1.745
H -6.542 -0.809 0.544
H -4.375 -1.612 1.354
H 0.959 -2.117 4.578
H 3.052 -3.380 4.710
H 4.729 -3.188 2.890
H 4.307 -1.720 0.982
H 2.092 2.562 -1.129
H 2.537 4.883 -0.402
H 3.198 5.341 1.935
H 3.428 3.489 3.547
H 3.018 1.169 2.840
H 2.590 -2.329 -1.343
H 4.370 -3.031 -2.905
H 6.273 -1.522 -3.364
H 6.407 0.683 -2.266
H 4.641 1.406 -0.714
N 0.745 -2.180 -3.150
C 0.458 -0.935 -3.421
N 0.037 -0.017 -2.525
C -0.238 1.192 -3.175
C 0.005 1.193 -4.529
S 0.572 -0.314 -5.052
C -0.719 2.242 -2.372
C -1.119 3.531 -2.764
S -1.625 4.436 -1.446
C -1.278 3.074 -0.383
N -0.824 1.997 -1.034
N -1.439 3.131 0.913
H 0.554 -2.572 -2.230
H 1.060 -2.816 -3.870
H -0.110 2.010 -5.227
H -1.128 3.949 -3.761
H -1.786 3.958 1.380
H -1.172 2.327 1.475
```

Multiplicity: 5
Maximum force: 0.5 eV/A
HOMO-LUMO gap (spin up / spin down): 6.51 / 4.95 eV
Total charge: +4
E_HOMO (spin up / spin down): -0.6524 / -0.6912 Eh